15
Properties=species:S:1:pos:R:3:forces:R:3 method="wB97M-V/def2-TZVPD" gap_ev=8.548 total_energy_ev=-20576.151 charge=0 smiles="CN(N)C(=S)C(N)=O" e_homo_ev=-8.6 e_above_lowest_kcal_mol=46.88
C 1.626 -1.696 0.225 -0.254 2.059 3.076
C -0.050 0.210 -0.058 1.626 1.173 -0.810
C -1.211 -0.703 -0.105 -2.330 2.902 1.996
H 2.538 -1.491 0.887 -1.249 -0.991 -1.241
H 0.822 -2.103 0.793 -0.373 -0.643 0.844
H 1.724 -2.380 -0.547 0.724 -0.621 -2.025
H 2.455 1.122 -0.810 -0.749 -1.174 1.643
H 2.022 1.201 0.805 0.182 0.121 -0.357
H -2.353 0.918 0.707 0.704 -0.214 -0.352
H -3.261 -0.580 0.671 3.312 1.227 -1.313
N 1.179 -0.310 -0.066 0.650 -0.748 -0.435
N 2.278 0.531 0.072 0.899 1.890 -1.265
N -2.320 -0.040 0.388 -3.675 -2.176 1.196
O -1.216 -1.827 -0.457 0.392 -2.804 -1.028
S -0.273 1.863 -0.124 0.140 -0.001 0.071